DFT (wB97M-V/def2-TZVPD) results for a 2-piece molecular cluster, C16H37ClN3O5S overall.

Last column: Löwdin charge in e.
Cartesian coordinates (Å):
C  -3.9479  5.0171  2.0359  -0.1411
C  -2.3432  4.9779  1.6535  -0.2603
C  -1.6049  4.0098  2.7515  -0.2076
C  -0.0287  3.6820  2.4416  -0.2050
N  0.2595  3.1730  1.0465  -0.0254
C  0.2090  1.6734  0.9408  -0.2390
N  1.4677  1.0032  1.4809  0.0524
C  2.6893  1.1750  0.5920  -0.5114
Cl  3.8054  2.4082  1.4719  0.6011
C  2.3208  1.6602  -0.9411  -0.1118
N  1.0649  1.0338  -1.5003  -0.1749
O  1.3976  -0.2873  -1.6610  -0.1993
C  0.7224  -0.8597  -2.8353  -0.0847
C  0.4943  -2.5006  -2.6195  -0.1403
O  -0.9322  -2.8278  -2.4625  -0.2070
C  -1.3193  -2.9785  -1.0503  -0.2414
C  -2.6293  -2.0279  -0.6386  -0.0928
C  -0.0966  1.0532  -0.5354  -0.2137
C  -1.3907  1.7123  -1.3214  -0.1655
S  -0.8177  3.1171  -2.4766  0.7885
O  -1.9005  4.2489  -2.4383  -0.4323
O  -0.5772  2.6544  -3.9333  -0.3998
H  -4.5144  5.9432  1.5427  0.0966
H  -4.4268  4.0516  1.5231  0.0871
H  -4.0621  4.9762  3.2009  0.0807
H  -1.9042  6.0601  1.5716  0.1215
H  -2.2783  4.4949  0.5708  0.0861
H  -1.6363  4.5911  3.7928  0.1324
H  -2.2713  3.0376  2.9287  0.1227
H  0.2892  2.8185  3.2019  0.1201
H  0.6418  4.6184  2.7463  0.1449
H  -0.2775  3.6713  0.3066  0.0892
H  -0.6756  1.3115  1.6560  0.1836
H  1.3160  -0.0447  1.5622  0.2033
H  1.7378  1.3537  2.4463  0.1545
H  3.2491  0.1447  0.4997  0.1528
H  3.2312  1.5779  -1.6970  0.1752
H  2.0989  2.8305  -0.8598  0.1231
H  1.3676  -0.6634  -3.8156  0.1526
H  -0.3254  -0.3684  -3.0096  0.1273
H  1.1776  -2.8992  -1.7289  0.1189
H  0.8877  -3.0876  -3.5817  0.1508
H  -1.6998  -4.0994  -0.9211  0.1334
H  -0.4515  -2.8153  -0.2814  0.1134
H  -2.3224  -1.1463  0.0963  0.0578
H  -3.0732  -1.6228  -1.6454  0.0900
H  -3.4402  -2.6816  -0.0861  0.0886
H  -0.3933  -0.0906  -0.3598  0.1558
H  -2.2268  2.1274  -0.6027  0.1258
H  -1.8555  0.8708  -2.0203  0.1275
H  0.3654  3.7095  -1.9388  0.0840
C  1.5573  -5.5102  1.5829  -0.0630
C  1.7289  -5.4972  0.0723  -0.5073
C  2.3981  -6.7703  -0.4203  -0.0562
O  2.5193  -4.3724  -0.3035  -0.0843
H  2.5281  -5.5752  2.0872  0.0841
H  1.0857  -4.5826  1.9246  0.0700
H  0.9402  -6.3555  1.9029  0.0867
H  0.7508  -5.3858  -0.4082  0.1286
H  3.3987  -6.8801  0.0128  0.0855
H  2.5263  -6.7417  -1.5078  0.0852
H  1.8062  -7.6535  -0.1605  0.0869
H  3.3898  -4.4628  0.1187  0.0956

net charge: +1
gap between HOMO and LUMO: 8.92 eV

=====

DFT (wB97M-V/def2-TZVPD) results for C16H37GaIO6 as an isolated structure.

Last column: Löwdin charge in e.
Cartesian coordinates (Å):
C  0.7043  1.1679  -4.4539  -0.1644
C  0.0518  -0.1928  -4.6947  -0.4260
C  -1.3678  -0.3749  -4.1077  -0.7964
I  -1.2315  -1.6272  -2.3397  0.6658
Ga  -2.5429  1.3082  -3.7312  0.2683
C  -3.6983  1.5904  -5.3922  -0.3205
C  -4.6677  0.4550  -5.7865  -0.3017
C  -5.5941  -0.0339  -4.6658  -0.2010
C  -5.0118  -1.1451  -3.8004  -0.2062
O  -5.4253  -2.4475  -4.3113  -0.0480
C  -4.4087  -3.1622  -4.8266  -0.3683
O  -4.4199  -3.6298  -5.9334  0.0720
H  1.7603  1.1362  -4.7475  0.0612
H  0.1943  1.9581  -5.0098  0.0489
H  0.6371  1.4300  -3.3944  0.0568
H  0.7246  -0.9546  -4.2824  0.0464
H  -0.0044  -0.4087  -5.7712  0.0949
H  -1.9295  -0.9855  -4.8228  -0.0079
H  -3.5025  0.9459  -2.4733  -0.0701
H  -1.6955  2.6104  -3.3398  -0.0840
H  -3.0084  1.7264  -6.2392  0.0311
H  -4.2725  2.5210  -5.3090  0.0324
H  -5.3131  0.8131  -6.6043  0.0903
H  -4.1187  -0.3967  -6.2138  0.0993
H  -6.5106  -0.4414  -5.1125  0.1083
H  -5.9073  0.7965  -4.0240  0.1082
H  -5.3260  -1.0578  -2.7585  0.1161
H  -3.9236  -1.0937  -3.7986  0.0252
H  -3.5790  -3.3292  -4.1201  0.1185
C  1.2169  -0.3007  2.5687  -0.1008
O  2.1225  -1.3155  2.1676  -0.2007
C  1.8156  -1.8699  0.8954  -0.2048
C  2.6782  -1.2850  -0.2000  -0.2089
O  2.4341  0.0982  -0.3850  -0.1914
C  3.3868  0.9360  0.2310  -0.1182
H  1.6713  0.2332  3.4032  0.0724
H  1.0131  0.4059  1.7616  0.0896
H  0.2713  -0.7416  2.9039  0.0905
H  0.7585  -1.7223  0.6557  0.1071
H  2.0029  -2.9468  0.9534  0.1237
H  2.4364  -1.7864  -1.1417  0.1181
H  3.7390  -1.4556  0.0180  0.1229
H  4.3271  0.9413  -0.3342  0.0855
H  3.5914  0.6307  1.2613  0.0791
H  2.9765  1.9448  0.2359  0.0898
C  3.9824  1.8298  8.5251  -0.1146
O  3.1713  0.6998  8.7822  -0.1913
C  1.8590  0.8113  8.2560  -0.2071
C  1.7028  0.0788  6.9415  -0.2066
O  2.4966  0.6493  5.9169  -0.2034
C  3.6971  -0.0625  5.6683  -0.1068
H  5.0122  1.5469  8.7382  0.0877
H  3.9102  2.1498  7.4833  0.0835
H  3.7044  2.6654  9.1774  0.0868
H  1.5868  1.8642  8.1288  0.1259
H  1.1754  0.3710  8.9883  0.1240
H  0.6578  0.1500  6.6241  0.1275
H  1.9450  -0.9810  7.0697  0.1279
H  3.4883  -0.9823  5.1120  0.0894
H  4.2176  -0.3094  6.5969  0.0831
H  4.3384  0.5743  5.0611  0.0911

relative energy (zero: lowest compared OMol25 entry of this formula, charge and spin): 0.00 kcal per mole
net charge: -1
gap between HOMO and LUMO: 6.98 eV

=====

DFT (wB97M-V/def2-TZVPD) results for a 2-piece molecular cluster, C16H37N3O3PS overall.

Last column: Löwdin charge in e.
Cartesian coordinates (Å):
C  3.5241  -3.9690  1.0140  -0.0706
C  3.5045  -4.0456  -0.5120  -0.2595
O  4.2059  -2.9696  -1.1183  -0.1449
C  3.4224  -1.9922  -1.7577  -0.2346
C  2.9317  -0.8975  -0.8123  -0.1744
C  1.9472  0.0595  -1.5041  -0.1855
C  0.6268  0.2311  -0.7535  -0.1892
C  0.8737  0.9643  0.5498  -0.1609
N  -0.2920  1.1348  1.4756  -0.0194
C  -0.9436  -0.0439  1.7882  -0.3269
N  -1.9451  -0.4361  1.0325  0.1451
C  -2.5901  0.3228  -0.0594  -0.1490
C  -3.8722  -0.3765  -0.4743  -0.2446
C  -4.9762  -0.3033  0.5848  -0.5782
S  -6.6724  -0.1364  -0.0612  0.7322
N  -0.5719  -0.7791  2.8464  0.1318
C  -0.0858  -0.0371  4.0442  -0.1226
C  -0.5532  1.3997  3.9366  -0.1685
C  0.0012  2.0089  2.6526  -0.3528
P  1.7493  2.5055  3.0288  0.7307
O  1.7692  3.3045  4.2679  -0.3884
H  2.6489  -4.4667  1.4388  0.0712
H  3.5273  -2.9289  1.3435  0.0608
H  4.4106  -4.4493  1.4285  0.0753
H  3.9914  -4.9668  -0.8421  0.1200
H  2.4747  -4.0777  -0.8900  0.1114
H  4.0497  -1.5606  -2.5428  0.1336
H  2.5555  -2.4570  -2.2521  0.1219
H  2.4425  -1.3837  0.0407  0.0968
H  3.7997  -0.3639  -0.4177  0.1242
H  1.7157  -0.3220  -2.5032  0.1101
H  2.4008  1.0438  -1.6536  0.1219
H  -0.0739  0.8112  -1.3559  0.0842
H  0.1919  -0.7594  -0.5747  0.1221
H  1.6813  0.4595  1.0930  0.1052
H  1.1948  1.9772  0.3101  0.1167
H  -2.3736  -1.3282  1.2522  0.1625
H  -2.7995  1.3251  0.3213  0.1379
H  -1.9176  0.4253  -0.9046  0.0864
H  -4.1945  0.0825  -1.4094  0.0995
H  -3.6523  -1.4213  -0.7177  0.1244
H  -4.7965  0.5443  1.2509  0.0635
H  -4.9843  -1.2098  1.1938  0.0606
H  -6.3256  0.0694  -1.3356  -0.1512
H  -1.2704  -1.4697  3.0988  0.1527
H  1.0007  -0.1099  4.1115  0.1123
H  -0.4965  -0.5464  4.9127  0.1337
H  -1.6478  1.4334  3.9357  0.1331
H  -0.1993  1.9939  4.7805  0.1174
H  -0.4855  2.9757  2.4834  0.1357
H  2.2162  3.1301  1.8641  0.0245
H  2.4841  1.3050  3.0559  0.0225
C  -0.7708  2.7736  -5.2156  -0.0827
C  -1.0608  1.6286  -4.2692  -0.3106
O  -1.4504  2.0823  -2.9680  -0.1055
H  0.0126  3.4157  -4.8129  0.0793
H  -0.4476  2.3969  -6.1863  0.0810
H  -1.6637  3.3822  -5.3741  0.0774
H  -0.1659  1.0269  -4.1061  0.1028
H  -1.8320  0.9727  -4.6848  0.1118
H  -2.2433  2.6211  -3.0674  0.0859

net charge: +1
gap between HOMO and LUMO: 8.82 eV

=====

DFT (wB97M-V/def2-TZVPD) results for a 9-piece molecular cluster, C16H38F27N4O6P4 overall.

Last column: Löwdin charge in e.
Cartesian coordinates (Å):
C  0.6792  3.1206  -2.0928  0.0401
C  0.5413  2.0671  -3.2250  -0.2863
O  0.0530  0.9246  -3.0097  0.1129
N  1.1887  2.4518  -4.6072  0.0956
H  0.5100  2.4107  -5.3541  0.1733
H  1.5378  3.3903  -4.4753  0.1574
C  2.3508  1.5115  -4.8598  0.0353
H  1.7465  3.3406  -2.1166  0.0996
H  0.4088  2.7309  -1.1114  0.0710
H  -0.0484  3.8754  -2.3911  0.0926
H  3.0024  1.8182  -4.0416  0.1081
H  2.9155  1.7115  -5.7704  0.1117
H  2.1311  0.4782  -4.5912  0.1047
C  -0.8868  0.7316  5.1091  0.0289
C  0.1438  1.8339  5.2839  -0.3536
O  0.8088  1.9476  6.2864  0.1398
N  0.5326  2.5842  4.0035  0.1038
H  -0.3016  2.7013  3.4462  0.0569
H  1.0017  3.4262  4.3054  0.1625
C  1.5669  1.7561  3.1852  0.0569
H  -0.8970  -0.0362  5.8827  0.1046
H  -0.8196  0.1644  4.1808  0.0706
H  -1.8423  1.2540  5.0611  0.0941
H  1.1047  1.1126  2.4367  0.0729
H  2.1002  1.1249  3.8961  0.0893
H  2.1204  2.5318  2.6561  0.1000
C  -0.6500  -0.6303  0.1637  0.0111
C  0.8214  -0.4808  0.0033  -0.3154
O  1.3349  0.6685  -0.0367  0.0417
N  1.5901  -1.7772  -0.2233  0.1441
H  1.7033  -2.3164  0.6231  0.1182
H  1.0050  -2.4319  -0.7224  0.0904
C  2.9309  -1.5475  -0.9631  0.0260
H  -1.0969  -0.5673  -0.8284  0.0830
H  -1.0371  0.3244  0.5198  0.0628
H  -1.0048  -1.3636  0.8880  0.0926
H  3.6652  -0.9460  -0.4273  0.0923
H  2.8164  -1.0805  -1.9414  0.0661
H  3.2772  -2.5499  -1.2150  0.0855
C  -4.5376  3.9251  -3.7461  0.0144
C  -3.6627  3.0730  -2.8785  -0.3097
O  -2.6241  2.4993  -3.2932  0.1033
N  -4.0689  3.0609  -1.3893  0.1150
H  -3.3751  3.4290  -0.7542  0.0892
H  -4.8613  3.6630  -1.2173  0.1707
C  -4.2554  1.5725  -1.0373  0.0329
H  -4.4452  4.9623  -3.4241  0.1031
H  -5.5721  3.5822  -3.7354  0.1030
H  -4.2382  3.9671  -4.7934  0.0966
H  -4.8864  1.0929  -1.7856  0.1033
H  -4.8380  1.5612  -0.1162  0.1045
H  -3.3558  0.9580  -1.0711  0.0987
C  0.5276  -4.9753  -0.9443  -0.3964
O  0.1437  -3.7036  -1.6025  -0.1990
O  1.8373  -4.8257  -0.5217  -0.2002
C  -0.6182  -5.2831  0.1885  -0.6155
F  -0.3503  -6.4644  0.6906  0.1556
F  -0.5408  -4.4511  1.2057  0.1514
F  -1.8613  -5.2575  -0.2986  0.1288
C  0.2824  -3.6474  -2.9936  -0.2663
C  -0.0436  -2.1908  -3.4491  -0.0719
H  -0.3018  -2.2107  -4.5079  0.0610
H  -0.9169  -1.8580  -2.8881  0.0666
H  0.8653  -1.5950  -3.3658  0.0340
H  -0.3761  -4.4009  -3.4259  0.1133
H  1.3195  -3.9052  -3.2080  0.1197
H  0.4001  -5.7615  -1.6884  0.1232
P  6.8590  -2.3797  -0.1353  0.2456
F  5.9272  -1.9208  1.1174  -0.1659
F  6.8586  -4.0082  0.2999  -0.2060
F  5.5400  -2.6088  -1.1427  -0.2101
F  7.8745  -2.8075  -1.3430  -0.2097
F  7.0119  -0.8486  -0.6922  -0.2108
F  8.1918  -2.1036  0.7544  -0.1936
P  -1.9882  3.8470  1.4813  0.2847
F  -3.5123  3.3248  1.3746  -0.1359
F  -2.3978  4.8735  2.6695  -0.1258
F  -1.5963  2.7479  2.6646  -0.1676
F  -0.3971  4.2208  1.5310  -0.1558
F  -1.5875  2.6557  0.3734  -0.1913
F  -2.3519  4.8249  0.2263  -0.1674
P  1.7067  -2.2148  3.6546  0.1498
F  0.6071  -1.3933  2.8086  -0.1530
F  2.6315  -0.9607  3.7489  -0.1166
F  0.7901  -2.0375  5.0337  -0.1843
F  2.7625  -3.0669  4.5156  -0.1445
F  0.8847  -3.5644  3.4716  -0.1461
F  2.4706  -2.6326  2.2424  -0.1732
P  -4.1193  -1.0138  2.4848  0.1996
F  -4.2686  -2.4585  1.6277  -0.2000
F  -2.5589  -1.0405  2.7901  -0.1480
F  -3.5819  -0.1148  1.2105  -0.2047
F  -4.2731  0.2872  3.3955  -0.1718
F  -5.6470  -0.7801  2.1063  -0.1678
F  -4.4865  -1.9081  3.8542  -0.2004

relative energy (zero: lowest compared OMol25 entry of this formula, charge and spin): 0.00 kcal per mole
net charge: -1
gap between HOMO and LUMO: 3.18 eV

=====

For the records above, the corresponding maximum force values read 6.98 0.65 0.94 7.05 eV Å⁻¹.
For the records above, the corresponding HOMO energy values read -12.36 -4.78 -11.73 -4.22 eV.